a.
The following is a quantum chemistry calculation of a gas-phase ion, C4H3O3 (charge -1), from the Open Molecules 2025 dataset.

```
10
Properties=species:S:1:pos:R:3:nbo_charge:R:1
C 0.76061 1.99096 -0.09484 0.2365
C -0.31878 -0.60180 0.28651 -0.0593
C 1.03342 -0.59609 0.01894 0.5686
C -0.66533 0.99866 0.11878 -0.5761
O 1.60412 1.02044 -0.06790 -0.5830
O 1.94552 -1.41141 -0.05368 -0.7002
O -1.21494 -1.61326 -0.08217 -0.7131
H -1.18421 1.40723 0.99021 0.1794
H -1.31278 1.14334 -0.75139 0.1785
H -0.64763 -2.33807 -0.36446 0.4685
```

The HOMO energy comes out at -2.741 eV. Its net charge is -1. For the frontier orbital gap, the calculation gives 6.779 eV. The calculation puts the LUMO energy at 4.0 eV.

b.
The following is a quantum chemistry calculation of a molecular structure, C4H3O3, from the Open Molecules 2025 dataset.

```
10
Properties=species:S:1:pos:R:3:nbo_charge:R:1
C 1.27198 -0.35262 0.33468 -0.1070
C 0.01595 -0.64595 0.14436 0.2332
C 2.82921 -0.36356 -0.05753 0.7566
C 0.11021 0.08295 1.39909 -0.4100
O 3.53597 0.13182 0.80943 -0.7174
O 3.09704 -0.85046 -1.21472 -0.7530
O -1.04444 -1.13632 -1.21037 -0.8119
H 0.06801 -0.46513 2.25253 0.1716
H 0.06116 1.08795 1.38287 0.1738
H -0.49265 -1.31475 -1.96842 0.4641
```

The HOMO energy comes out at -4.776 eV. Its net charge is -1. For the frontier orbital gap, the calculation gives 8.549 eV. The calculation puts the LUMO energy at 3.8 eV.

Quick one: most stable of them? b